(1)
Here is 2 unconnected molecules or ions with the total composition C36H43N4O2S from the OMol25 dataset. Energies are from ωB97M-V/def2-TZVPD.

For the energy relative to the best compared isomer or geometry (same formula, charge and spin), the calculation gives 68.4 kcal per mole. The total charge is +1. As for the gap between HOMO and LUMO: 5.3 eV.

Positions of all 86 atoms, in Å:
C (-1.93370, 2.71452, -5.45206)
H (-2.98402, 6.32654, 0.56737)
H (1.74195, -3.15500, 2.28665)
H (-1.71705, -1.48351, 1.76711)
H (4.09517, 3.75173, 0.92538)
N (-1.07464, -2.00083, -0.92580)
H (-1.78005, 5.29389, 1.41547)
C (-1.44498, -2.88091, 0.17242)
H (1.44536, -2.37432, -2.08782)
C (1.96146, 3.47730, 0.72352)
C (-0.51561, -4.92173, 4.17658)
H (-3.31672, -3.62284, 3.00628)
H (-0.10217, -6.54507, 5.52999)
H (-4.49034, 4.53418, -4.09029)
C (-1.13570, -3.31687, 2.65311)
H (4.31455, 2.61737, 4.51298)
H (3.28525, -4.73933, 3.50676)
H (2.35239, 0.56009, 3.25761)
C (0.98487, 1.69190, 2.02785)
H (-1.40728, -3.16610, -4.13667)
C (-0.67409, 3.73504, -0.70022)
C (5.16085, 2.36585, 3.86293)
H (-1.22600, 6.65438, 0.34490)
H (-2.29369, -1.84078, -3.33899)
C (0.31923, -5.81549, 4.83923)
C (-1.98277, 5.88623, 0.52200)
H (0.05525, 3.64708, -1.50301)
H (1.04892, -4.96554, -2.70671)
C (0.04343, -5.18258, -2.32567)
H (-1.04701, -0.22687, -2.97252)
C (1.37132, -3.87782, 3.01598)
C (3.22238, 3.17090, 1.22828)
H (-2.58610, -3.53499, -2.84829)
C (0.83351, 2.73024, 1.08702)
C (1.69506, -5.72656, 4.58090)
C (3.39114, 2.11011, 2.14523)
S (-2.00691, 4.76298, -0.89997)
H (-0.67196, 1.33042, -4.35753)
H (-1.04620, 6.74556, -1.82928)
C (0.60510, -2.21876, -2.77871)
C (-3.65552, 3.83694, -4.16395)
C (-1.82436, -2.81707, -3.18227)
O (-1.54370, 2.96949, 1.31904)
H (-2.06787, 1.85360, -0.91239)
H (5.18731, 0.53098, 1.03693)
C (2.23480, 1.38499, 2.54751)
C (-2.18644, 2.21729, -3.07809)
C (-0.69312, -2.74687, -2.13951)
C (-1.52080, 5.86160, -2.26181)
H (-0.00562, -1.93809, 1.49422)
N (4.65585, 1.75721, 2.64687)
N (-1.90527, -4.83194, 4.13651)
C (-0.52985, 3.13460, 0.59872)
C (-2.96871, 3.65580, -5.36825)
N (-0.47165, -4.06889, -1.56647)
C (-1.31553, -0.67534, -0.88829)
H (6.28638, 1.92291, 1.29023)
C (0.00140, -3.95689, 3.26253)
H (-0.84789, 5.31960, -2.93362)
C (-1.32485, 0.17248, -1.99197)
H (-3.27281, 4.20967, -6.25316)
C (5.66903, 1.16161, 1.79451)
H (-2.54100, -3.06928, 0.18007)
C (-1.03738, -2.32396, 1.55029)
C (2.21118, -4.77025, 3.68896)
H (2.38232, -6.41275, 5.07417)
H (-1.44312, 2.51127, -6.40635)
C (-0.77829, -4.19753, -0.24018)
H (1.82693, 4.30990, 0.03283)
O (-0.53412, -5.18654, 0.45100)
C (-1.78120, 1.48874, -1.90294)
H (5.73726, 3.28342, 3.65303)
H (6.33142, 0.54156, 2.41266)
H (0.54583, -1.15483, -3.01507)
H (-1.56061, -0.26671, 0.09392)
H (5.82458, 1.65798, 4.37574)
C (-2.27905, -3.85517, 3.22846)
H (-2.44468, 6.13233, -2.78507)
H (-0.60917, -5.39953, -3.18110)
H (-2.54939, -5.39719, 4.68486)
H (0.10126, 1.13656, 2.35200)
C (-1.52235, 2.02208, -4.31485)
H (0.09254, -6.05263, -1.66595)
H (-3.86664, 3.18832, -2.11121)
C (-3.28168, 3.12020, -3.03359)
H (0.78441, -2.77010, -3.71095)

=====

(2)
Here is a molecular structure, C11H12N2O3 from the OMol25 dataset. Energies are from ωB97M-V/def2-TZVPD.

For the energy relative to the best compared isomer or geometry (same formula, charge and spin), the calculation gives 297.4 kcal per mole. As for the gap between HOMO and LUMO: 8.8 eV.

Positions of all 28 atoms, in Å:
H (1.66987, -0.99634, 3.44714)
N (-0.18758, -0.87975, -0.32745)
C (-2.50411, -0.44086, -0.65117)
C (-4.10137, 1.08307, -1.56995)
C (1.90282, -0.07815, 0.66838)
O (3.74142, 0.65504, 1.29571)
H (-1.56742, -2.23587, -1.12403)
H (-4.16944, 2.38237, 0.10727)
O (0.21499, -1.59875, 1.74491)
H (1.29592, 1.43406, -2.03736)
H (-3.31608, -0.72872, -2.76238)
H (2.72210, 0.52763, 3.97173)
C (-3.20721, -0.07643, -2.09595)
O (-2.85645, 0.74904, 0.25184)
C (-3.77357, 1.35009, -0.43449)
H (3.45779, -1.41054, 3.42902)
C (-1.58358, -1.41710, -0.16847)
C (2.05928, 0.77312, -1.77562)
C (2.75285, -0.07316, 1.53603)
H (-1.76694, -1.65814, 0.73859)
N (3.47527, 0.91195, 0.05301)
C (2.36357, 0.50604, -0.43274)
H (-4.67035, 1.66103, -2.34498)
H (0.02201, -0.20376, -1.16070)
H (2.87062, 1.06610, -2.20254)
H (1.81365, -0.27400, -2.28705)
C (2.70426, -0.37039, 3.35364)
C (0.63766, -0.65759, 0.77762)

=====

(3)
Here is a molecular structure, CHFMgO3Tl from the OMol25 dataset. Energies are from ωB97M-V/def2-TZVPD.

The total charge is +2. Its multiplicity is 2. As for the expectation value of S²: 0.750. As for the gap between HOMO and LUMO (alpha / beta): 6.7 / 11.2 eV.

Positions of all 8 atoms, in Å:
O (-1.23741, 0.96414, 0.68997)
O (1.33690, -0.44382, -1.11488)
H (0.74732, 0.38161, -1.93561)
F (-0.77584, -1.16730, 0.46693)
C (-0.61314, 0.07094, 0.21084)
Tl (3.58265, -1.29715, -0.50816)
O (0.21960, 0.34241, -0.80643)
Mg (-2.97094, 1.37144, 1.91610)

=====

(4)
Here is a molecular structure, C4H3O2S from the OMol25 dataset. Energies are from ωB97M-V/def2-TZVPD.

For the energy relative to the best compared isomer or geometry (same formula, charge and spin), the calculation gives 25.5 kcal per mole. The total charge is -1. As for the gap between HOMO and LUMO: 7.5 eV.

Positions of all 10 atoms, in Å:
H (-1.36178, -0.26433, -1.37027)
C (-0.83643, 0.13467, 0.50810)
C (-1.59798, 0.39150, -0.58868)
O (2.77727, -0.40977, 1.20949)
S (1.69217, 1.27796, -0.48685)
C (0.57474, -0.72990, -0.02529)
H (-2.60313, 0.76907, -0.35185)
H (-0.88583, 0.62995, 1.44229)
C (1.82577, -0.14443, 0.48425)
O (0.41519, -1.65473, -0.82120)